Record 1
Density functional theory data (the ωB97M-V functional and the def2-TZVPD basis) for C18H19IMoN2 as an isolated structure.

Values from the calculation:
* maximum force: 2.32 eV Å⁻¹
* ⟨S²⟩: 2.0395
* spin multiplicity: 3
* molar mass: 486.21 g/mol
* orbital gap (spin up / spin down): 6.471 / 6.832 eV
* total charge: +2
* energy: -31894.418 eV

XYZ file:
```
41
C18H19IMoN2 | the OMol25 dataset | the ωB97M-V functional and the def2-TZVPD basis
C 3.016 3.256 2.357
C 2.043 4.224 1.780
H 3.324 3.557 3.354
H 3.937 3.154 1.775
H 2.563 2.258 2.419
H 1.045 3.785 1.631
H 1.911 5.116 2.403
H 2.411 4.569 0.809
C 0.697 -2.731 1.203
C 0.480 -3.986 1.740
C -0.760 -4.620 1.570
C -1.768 -3.967 0.866
H 1.636 -2.175 1.245
H 1.286 -4.468 2.290
H -0.932 -5.613 1.982
H -2.752 -4.402 0.703
N -0.322 -2.050 0.584
C -1.534 -2.678 0.381
C -2.535 -1.791 -0.147
N -2.071 -0.501 -0.297
C -2.932 0.504 -0.658
C -4.771 -1.058 -0.640
C -4.279 0.242 -0.817
H -2.451 1.477 -0.777
H -4.941 1.066 -1.082
C -3.892 -2.085 -0.304
H -4.210 -3.110 -0.132
H -5.832 -1.268 -0.767
Mo -0.203 -0.020 0.380
I -0.553 0.867 2.804
C 2.681 1.392 -3.360
C 1.449 2.024 -3.173
C 0.663 1.708 -2.055
C 1.139 0.750 -1.156
C 2.382 0.137 -1.308
C 3.157 0.464 -2.432
H 3.277 1.629 -4.241
H 1.084 2.755 -3.894
H -0.300 2.189 -1.889
H 2.731 -0.583 -0.570
H 4.124 -0.017 -2.578
```

=====

Record 2
Density functional theory data (the ωB97M-V functional and the def2-TZVPD basis) for C18H19IN2SV as an isolated structure.

Values from the calculation:
* maximum force: 3.80 eV Å⁻¹
* ⟨S²⟩: 0.7729
* spin multiplicity: 2
* molar mass: 473.28 g/mol
* orbital gap (spin up / spin down): 6.515 / 4.893 eV
* total charge: +2
* energy: -66558.677 eV

XYZ file:
```
42
C18H19IN2SV | the OMol25 dataset | the ωB97M-V functional and the def2-TZVPD basis
C 0.539 2.660 0.749
C 3.000 0.456 0.289
H -0.451 2.667 0.171
H 1.399 3.234 0.340
H 0.638 2.530 1.840
H 2.980 -0.406 -0.439
H 3.396 1.470 -0.055
H 3.134 0.390 1.377
C -2.113 1.437 -0.354
C -3.416 1.272 -0.846
C -3.704 0.205 -1.697
C -2.663 -0.653 -1.998
H -1.904 2.267 0.316
H -4.164 1.985 -0.544
H -4.705 0.050 -2.102
H -2.841 -1.520 -2.633
N -1.086 0.642 -0.676
C -1.369 -0.424 -1.471
C -0.289 -1.386 -1.708
N 0.911 -1.122 -1.117
C 1.848 -2.074 -1.235
C 0.467 -3.513 -2.601
C 1.683 -3.253 -1.973
H 2.793 -1.902 -0.723
H 2.521 -3.932 -2.028
C -0.526 -2.567 -2.455
H -1.507 -2.734 -2.906
H 0.306 -4.427 -3.179
V 1.214 1.023 0.042
I 1.467 1.934 -2.330
S 0.397 -0.433 1.726
C 0.434 0.375 3.254
C 1.657 0.523 3.946
C 1.693 1.258 5.123
C 0.515 1.787 5.669
C -0.711 1.604 5.006
C -0.760 0.890 3.812
H 2.556 0.069 3.521
H 2.653 1.408 5.624
H 0.548 2.333 6.609
H -1.630 2.014 5.422
H -1.698 0.731 3.276
```

=====

Record 3
Density functional theory data (the ωB97M-V functional and the def2-TZVPD basis) for C18H19N3O3S4SiV as an isolated structure.

Values from the calculation:
* maximum force: 1.41 eV Å⁻¹
* ⟨S²⟩: 0.7658
* spin multiplicity: 2
* molar mass: 532.67 g/mol
* orbital gap (spin up / spin down): 6.165 / 6.501 eV
* energy: -106498.888 eV

XYZ file:
```
49
C18H19N3O3S4SiV | the OMol25 dataset | the ωB97M-V functional and the def2-TZVPD basis
V 0.129 -0.125 -0.338
O 2.466 3.232 -0.301
C 2.038 2.093 -0.367
N 0.917 1.594 0.212
C -0.161 2.531 0.479
C -1.146 2.400 -0.673
C -2.160 3.311 -0.922
C -2.914 3.171 -2.072
C -2.642 2.125 -2.943
C -1.658 1.222 -2.602
N -0.932 1.348 -1.484
C 2.690 1.066 -1.265
C 3.983 1.208 -1.729
C 4.453 0.275 -2.639
C 3.611 -0.745 -3.054
C 2.335 -0.825 -2.527
N 1.883 0.072 -1.648
H -0.663 2.295 1.421
H 0.216 3.554 0.539
H -2.322 4.129 -0.234
H -3.700 3.880 -2.299
H -3.195 1.996 -3.862
H -1.437 0.364 -3.223
H 4.573 2.043 -1.381
H 5.462 0.344 -3.024
H 3.935 -1.489 -3.768
H 1.644 -1.617 -2.783
O -0.941 -6.807 0.220
C -0.667 -5.656 0.021
S 0.691 -4.819 0.797
C 0.420 -3.261 0.049
C -0.608 -3.162 -0.803
S -1.014 -1.701 -1.707
S -1.593 -4.587 -1.053
S 1.561 -1.977 0.401
C -2.656 0.315 3.073
Si -1.020 -0.517 2.778
C -1.055 -2.300 3.232
C 0.380 0.357 3.611
O -0.770 -0.366 1.086
H -3.161 -0.106 3.944
H -3.313 0.175 2.211
H -2.542 1.387 3.246
H -1.190 -2.390 4.314
H -0.112 -2.776 2.964
H -1.862 -2.847 2.741
H 0.235 0.372 4.694
H 0.499 1.387 3.271
H 1.311 -0.174 3.399
```

=====

Record 4
Density functional theory data (the ωB97M-V functional and the def2-TZVPD basis) for C18H19N5O3S as an isolated structure.

Values from the calculation:
* maximum force: 1.05 eV Å⁻¹
* molar mass: 385.45 g/mol
* orbital gap: 7.304 eV
* energy: -43403.803 eV

XYZ file:
```
46
C18H19N5O3S | the OMol25 dataset | the ωB97M-V functional and the def2-TZVPD basis
C 2.733 -0.182 0.481
C 1.832 0.627 1.346
N 1.103 0.047 2.227
C 0.302 0.848 2.987
C -0.588 0.435 3.968
S -1.286 1.831 4.685
N -0.521 2.886 3.732
C 0.284 2.271 2.888
C 1.097 2.923 1.867
O 1.182 4.098 1.605
N 1.828 1.982 1.139
H 2.419 2.367 0.410
C -0.893 -0.944 4.408
O -0.929 -1.268 5.579
N -1.105 -1.833 3.405
C -1.217 -1.550 2.033
C -1.990 -0.486 1.580
C -2.027 -0.160 0.244
C -1.303 -0.885 -0.715
C -0.611 -2.012 -0.250
C -0.567 -2.333 1.091
H 0.004 -3.191 1.414
H -0.078 -2.655 -0.931
N -1.361 -0.529 -2.048
C -1.464 0.859 -2.451
H -1.968 1.447 -1.687
C -0.073 1.443 -2.714
C 0.621 0.658 -3.822
H 1.641 1.018 -3.962
H 0.080 0.780 -4.762
C 0.667 -0.830 -3.469
O 1.600 -0.992 -2.420
H 1.639 -1.922 -2.171
C -0.748 -1.316 -3.091
H -0.734 -2.369 -2.809
H -1.376 -1.224 -3.986
H 1.004 -1.404 -4.349
H -0.157 2.494 -2.993
H 0.514 1.373 -1.797
H -2.063 0.904 -3.368
H -2.654 0.665 -0.054
H -2.574 0.092 2.281
H -1.119 -2.805 3.687
H 3.738 0.236 0.478
H 2.360 -0.194 -0.543
H 2.760 -1.199 0.856
```

=====

Record 5
Density functional theory data (the ωB97M-V functional and the def2-TZVPD basis) for one molecule with the formula C18H19NO2.

Values from the calculation:
* maximum force: 0.42 eV Å⁻¹
* molar mass: 281.36 g/mol
* SMILES: COc1cccc(C(=O)N[C@H]2CCCc3ccccc32)c1
* orbital gap: 9.475 eV
* energy: -24560.130 eV

XYZ file:
```
40
C18H19NO2 | the OMol25 dataset | the ωB97M-V functional and the def2-TZVPD basis
C -4.558 -2.393 0.580
H -5.366 -3.089 0.361
O -4.659 -1.376 -0.388
C -3.782 -0.338 -0.333
C -2.753 -0.217 0.593
C -1.904 0.883 0.549
C -2.094 1.880 -0.398
C -3.126 1.760 -1.315
C -3.958 0.661 -1.293
H -4.763 0.553 -2.002
H -3.282 2.534 -2.052
H -1.453 2.749 -0.406
C -0.842 0.992 1.596
O -1.102 0.970 2.784
N 0.431 1.146 1.162
H 1.117 1.185 1.904
C 0.965 0.913 -0.170
C 1.735 -0.391 -0.159
C 1.013 -1.574 -0.039
C 1.655 -2.795 0.028
C 3.039 -2.842 -0.023
C 3.761 -1.671 -0.141
C 3.125 -0.435 -0.207
C 3.947 0.814 -0.366
C 3.189 2.061 0.074
C 1.828 2.098 -0.611
H 1.305 3.026 -0.375
H 1.967 2.050 -1.693
H 3.763 2.953 -0.186
H 3.061 2.055 1.158
H 4.876 0.715 0.199
H 4.219 0.913 -1.422
H 4.841 -1.706 -0.181
H 3.553 -3.790 0.031
H 1.083 -3.705 0.120
H -0.066 -1.525 0.001
H 0.110 0.812 -0.846
H -2.592 -0.955 1.362
H -4.684 -1.998 1.593
H -3.600 -2.919 0.512
```

=====

Copy entry 5 word for word.
Density functional theory data (the ωB97M-V functional and the def2-TZVPD basis) for one molecule with the formula C18H19NO2.

Values from the calculation:
* maximum force: 0.42 eV Å⁻¹
* molar mass: 281.36 g/mol
* SMILES: COc1cccc(C(=O)N[C@H]2CCCc3ccccc32)c1
* orbital gap: 9.475 eV
* energy: -24560.130 eV

XYZ file:
```
40
C18H19NO2 | the OMol25 dataset | the ωB97M-V functional and the def2-TZVPD basis
C -4.558 -2.393 0.580
H -5.366 -3.089 0.361
O -4.659 -1.376 -0.388
C -3.782 -0.338 -0.333
C -2.753 -0.217 0.593
C -1.904 0.883 0.549
C -2.094 1.880 -0.398
C -3.126 1.760 -1.315
C -3.958 0.661 -1.293
H -4.763 0.553 -2.002
H -3.282 2.534 -2.052
H -1.453 2.749 -0.406
C -0.842 0.992 1.596
O -1.102 0.970 2.784
N 0.431 1.146 1.162
H 1.117 1.185 1.904
C 0.965 0.913 -0.170
C 1.735 -0.391 -0.159
C 1.013 -1.574 -0.039
C 1.655 -2.795 0.028
C 3.039 -2.842 -0.023
C 3.761 -1.671 -0.141
C 3.125 -0.435 -0.207
C 3.947 0.814 -0.366
C 3.189 2.061 0.074
C 1.828 2.098 -0.611
H 1.305 3.026 -0.375
H 1.967 2.050 -1.693
H 3.763 2.953 -0.186
H 3.061 2.055 1.158
H 4.876 0.715 0.199
H 4.219 0.913 -1.422
H 4.841 -1.706 -0.181
H 3.553 -3.790 0.031
H 1.083 -3.705 0.120
H -0.066 -1.525 0.001
H 0.110 0.812 -0.846
H -2.592 -0.955 1.362
H -4.684 -1.998 1.593
H -3.600 -2.919 0.512
```